# 1
This record from OMol25 describes a 2-piece molecular cluster, C7H16BNO10P2 overall at a distorted geometry. The level of theory is wB97M-V/def2-TZVPD.

Structure (XYZ):
```
37
C7H16BNO10P2, DFT wB97M-V/def2-TZVPD
C 3.375 -2.509 -0.875
C 2.561 -1.634 -1.040
C 1.647 -0.415 -1.291
C 0.147 -0.794 -1.567
O -0.198 -0.879 -2.718
O -0.790 -1.096 -0.567
C -1.220 0.055 0.201
C -2.673 -0.281 0.770
P -3.965 -0.691 -0.514
O -5.028 0.373 -0.507
O -4.727 -2.104 0.028
O -3.368 -1.042 -2.015
B -0.241 0.155 1.524
O 0.377 -1.030 1.990
O -0.069 1.417 2.178
P -1.319 1.686 -0.732
N -1.922 1.606 -2.173
O 0.220 2.406 -0.879
O -2.268 2.703 0.236
H 4.283 -3.123 -0.664
H 2.023 0.100 -2.227
H 1.751 0.325 -0.451
H -3.077 0.576 1.390
H -2.600 -1.159 1.487
H -5.416 -2.277 -0.651
H -3.918 -0.498 -2.626
H 1.332 -0.981 1.763
H 0.856 1.712 2.080
H -1.201 1.982 -2.811
H 0.641 2.492 0.000
H -1.699 3.487 0.393
C 4.719 -0.157 1.505
O 3.328 0.033 1.752
H 4.864 -0.323 0.440
H 5.273 0.733 1.811
H 5.077 -1.027 2.059
H 3.224 0.179 2.701
```

The LUMO energy comes out at -0.404 eV. Its structure (SMILES) is C#CCC(=O)O[C@@](CP(=O)(O)O)(B(O)O)P(=N)(O)O.CO. Its multiplicity is 1. Its HOMO-LUMO gap is 8.5 eV. The electronic energy comes out at -48739.180 eV.

=====

# 2
This record from OMol25 describes C18H15N5OOsS2Se as an isolated structure. The level of theory is wB97M-V/def2-TZVPD.

Structure (XYZ):
```
43
C18H15N5OOsS2Se, DFT wB97M-V/def2-TZVPD
Os 0.720 -0.996 -0.271
O 2.579 -1.535 -0.829
C 3.460 -2.156 0.174
C 2.583 -2.807 1.212
C 3.116 -3.706 2.114
C 2.296 -4.215 3.109
C 0.971 -3.813 3.165
C 0.504 -2.924 2.218
N 1.291 -2.430 1.250
H 3.075 -0.966 -1.440
H 4.078 -1.371 0.610
H 4.088 -2.879 -0.344
H 4.158 -3.992 2.046
H 2.687 -4.915 3.835
H 0.302 -4.184 3.928
H -0.525 -2.589 2.219
S -0.088 0.554 0.992
C -0.255 1.680 -0.372
S 0.390 0.835 -1.752
C -0.795 2.908 -0.273
C -1.263 3.400 0.987
N -1.646 3.792 1.996
C -0.948 3.701 -1.454
N -1.079 4.337 -2.400
C -3.228 0.167 -1.913
N -2.525 -0.652 -2.892
C -1.627 -1.598 -2.650
Se -1.071 -2.288 -0.937
N -1.188 -2.103 -3.809
C -1.830 -1.460 -4.862
C -1.742 -1.610 -6.241
C -2.540 -0.772 -6.990
C -3.389 0.178 -6.397
C -3.478 0.324 -5.029
C -2.678 -0.525 -4.272
H -2.943 -0.140 -0.911
H -4.302 0.041 -2.036
H -2.959 1.211 -2.068
H -0.547 -2.878 -3.885
H -1.091 -2.339 -6.702
H -2.514 -0.844 -8.069
H -3.990 0.811 -7.036
H -4.133 1.057 -4.578
```

The LUMO energy (spin up / spin down) comes out at -8.304 / -8.305 eV. Its multiplicity is 1. Its HOMO-LUMO gap (spin up / spin down) is 6.2 / 6.2 eV. Its total charge is +2. As for the relative energy (zero: lowest compared OMol25 entry of this formula, charge and spin): 4.4 kcal per mole. The electronic energy comes out at -117876.346 eV.

=====

# 3
This record from OMol25 describes a 2-piece molecular cluster, C4H10O2 overall. The level of theory is wB97M-V/def2-TZVPD.

Structure (XYZ):
```
16
C4H10O2, DFT wB97M-V/def2-TZVPD
C -1.339 0.317 1.359
C -0.673 0.567 0.048
C 0.637 0.448 -0.211
C 1.691 0.051 0.779
O 1.065 0.669 -1.508
H -0.819 0.816 2.181
H -2.363 0.704 1.331
H -1.395 -0.758 1.557
H -1.332 0.871 -0.763
H 2.313 0.917 1.029
H 2.337 -0.726 0.357
H 1.269 -0.346 1.707
H 2.034 0.572 -1.535
O -1.394 -1.602 -2.329
H -0.992 -0.749 -2.566
H -1.037 -1.750 -1.438
```

The LUMO energy comes out at 0.706 eV. Its structure (SMILES) is C/C=C(\C)O.O. Its multiplicity is 1. Its HOMO-LUMO gap is 9.4 eV. As for the relative energy (zero: lowest compared OMol25 entry of this formula, charge and spin): 22.7 kcal per mole. The electronic energy comes out at -8404.563 eV.

=====

# 4
This record from OMol25 describes C4H13N3 as an isolated structure at a distorted geometry. The level of theory is wB97M-V/def2-TZVPD.

Structure (XYZ):
```
20
C4H13N3, DFT wB97M-V/def2-TZVPD
C -0.343 -0.638 0.304
C 0.381 1.712 -0.326
C 0.561 -0.999 1.455
C 1.269 1.351 -1.480
N -0.918 0.600 0.206
N -0.039 -1.239 -0.894
N -2.025 -1.320 0.776
H -1.289 0.956 1.078
H 0.571 -2.044 -0.925
H -0.539 -0.968 -1.729
H -2.456 -1.164 1.688
H -2.705 -1.327 0.019
H -0.294 2.526 -0.595
H 0.961 2.047 0.536
H 0.234 -1.971 1.835
H 0.475 -0.288 2.278
H 1.607 -1.079 1.154
H 2.013 0.595 -1.213
H 0.690 1.028 -2.348
H 1.847 2.222 -1.816
```

The LUMO energy comes out at 0.980 eV. Its multiplicity is 1. Its HOMO-LUMO gap is 8.2 eV. As for the relative energy (zero: lowest compared OMol25 entry of this formula, charge and spin): 70.7 kcal per mole. The electronic energy comes out at -8826.347 eV.

=====

# 5
This record from OMol25 describes a 2-piece molecular cluster, C17H7Cl2N2O2 overall at a distorted geometry. The level of theory is wB97M-V/def2-TZVPD.

Structure (XYZ):
```
30
C17H7Cl2N2O2, DFT wB97M-V/def2-TZVPD
N -3.211 -1.939 3.002
C -2.221 -1.326 2.873
C -1.015 -0.578 2.789
C -1.014 0.778 2.958
C -2.228 1.523 3.017
N -3.211 2.157 3.071
C 0.231 1.565 3.048
O 0.188 2.792 3.082
C 1.500 0.782 3.080
Cl 2.938 1.684 3.138
C 1.498 -0.581 3.026
Cl 2.931 -1.484 3.144
C 0.232 -1.362 2.924
O 0.178 -2.586 2.991
C -2.138 -1.138 -0.231
C -2.336 -2.523 -0.487
C -1.541 -2.885 -1.615
C -0.866 -1.715 -2.094
C -1.271 -0.600 -1.235
C -0.815 0.691 -1.521
C 0.054 0.895 -2.599
C 0.477 -0.184 -3.402
C 0.006 -1.482 -3.163
H -2.592 -0.531 0.548
H -2.967 -3.193 0.092
H -1.451 -3.864 -2.084
H -1.169 1.518 -0.903
H 0.421 1.899 -2.823
H 1.186 -0.007 -4.214
H 0.319 -2.325 -3.783
```

The LUMO energy comes out at -0.070 eV. Its multiplicity is 1. Its HOMO-LUMO gap is 3.3 eV. Its total charge is -1. The electronic energy comes out at -49861.420 eV.

=====

# 6
This record from OMol25 describes a 2-piece molecular cluster, C8H16NS2 overall at a distorted geometry. The level of theory is wB97M-V/def2-TZVPD.

Structure (XYZ):
```
27
C8H16NS2, DFT wB97M-V/def2-TZVPD
C -2.852 1.418 0.116
C -2.179 0.532 0.751
C 2.193 0.393 0.445
C 0.397 1.304 -2.077
C 0.850 -2.106 1.545
C -0.656 0.643 0.887
C -0.289 0.014 -1.486
C 0.007 -1.654 0.365
N 0.180 -0.183 -0.052
S 2.159 1.521 1.460
S 2.981 -0.658 -0.605
H -3.842 1.534 -0.093
H -2.244 2.173 -0.440
H -2.696 -0.234 1.354
H 1.443 1.123 -2.143
H -0.136 1.357 -3.035
H 0.279 2.071 -1.353
H 1.831 -2.588 1.379
H 1.236 -1.243 2.121
H 0.214 -2.519 2.272
H -0.257 0.442 1.909
H -0.301 1.632 0.490
H -0.074 -0.944 -2.109
H -1.361 0.160 -1.564
H -1.044 -1.631 0.648
H -0.015 -2.377 -0.524
H 4.177 -0.179 -0.263
```

The LUMO energy comes out at -4.693 eV. Its multiplicity is 1. Its HOMO-LUMO gap is 8.9 eV. Its total charge is +1. As for the relative energy (zero: lowest compared OMol25 entry of this formula, charge and spin): 34.6 kcal per mole. The electronic energy comes out at -31705.615 eV.

=====

Please write out number 2 again, unchanged.
This record from OMol25 describes C18H15N5OOsS2Se as an isolated structure. The level of theory is wB97M-V/def2-TZVPD.

Structure (XYZ):
```
43
C18H15N5OOsS2Se, DFT wB97M-V/def2-TZVPD
Os 0.720 -0.996 -0.271
O 2.579 -1.535 -0.829
C 3.460 -2.156 0.174
C 2.583 -2.807 1.212
C 3.116 -3.706 2.114
C 2.296 -4.215 3.109
C 0.971 -3.813 3.165
C 0.504 -2.924 2.218
N 1.291 -2.430 1.250
H 3.075 -0.966 -1.440
H 4.078 -1.371 0.610
H 4.088 -2.879 -0.344
H 4.158 -3.992 2.046
H 2.687 -4.915 3.835
H 0.302 -4.184 3.928
H -0.525 -2.589 2.219
S -0.088 0.554 0.992
C -0.255 1.680 -0.372
S 0.390 0.835 -1.752
C -0.795 2.908 -0.273
C -1.263 3.400 0.987
N -1.646 3.792 1.996
C -0.948 3.701 -1.454
N -1.079 4.337 -2.400
C -3.228 0.167 -1.913
N -2.525 -0.652 -2.892
C -1.627 -1.598 -2.650
Se -1.071 -2.288 -0.937
N -1.188 -2.103 -3.809
C -1.830 -1.460 -4.862
C -1.742 -1.610 -6.241
C -2.540 -0.772 -6.990
C -3.389 0.178 -6.397
C -3.478 0.324 -5.029
C -2.678 -0.525 -4.272
H -2.943 -0.140 -0.911
H -4.302 0.041 -2.036
H -2.959 1.211 -2.068
H -0.547 -2.878 -3.885
H -1.091 -2.339 -6.702
H -2.514 -0.844 -8.069
H -3.990 0.811 -7.036
H -4.133 1.057 -4.578
```

The LUMO energy (spin up / spin down) comes out at -8.304 / -8.305 eV. Its multiplicity is 1. Its HOMO-LUMO gap (spin up / spin down) is 6.2 / 6.2 eV. Its total charge is +2. As for the relative energy (zero: lowest compared OMol25 entry of this formula, charge and spin): 4.4 kcal per mole. The electronic energy comes out at -117876.346 eV.

=====

- What is the electronic energy in the third record?
  -8404.563 eV